The following is a quantum chemistry calculation of a structure of composition C37H50BN7O4PdS3, from the Open Molecules 2025 dataset.

```
103
Properties=species:S:1:pos:R:3:forces:R:3:mulliken_charge:R:1
Pd -0.327 -0.277 0.544 1.0763 1.7312 -1.6157 -1.0017
C -4.480 -2.302 0.561 0.0131 0.0829 0.0302 -1.3833
C -4.464 -2.025 -0.939 -0.0465 0.0255 0.0637 0.9782
C -5.307 -0.802 -1.291 0.0515 0.0733 -0.0671 -1.7804
C -5.034 -3.221 -1.703 0.1166 0.0083 0.0161 -1.7528
N -3.035 -1.825 -1.370 0.0579 -0.0526 -0.1927 0.2724
C -2.271 -2.823 -1.953 -0.6749 0.6872 -0.2273 -1.2882
C -1.056 -2.319 -2.203 0.1808 0.2322 -0.0988 -1.4210
N -1.038 -0.985 -1.804 -0.0036 -0.1534 0.1038 0.3389
B -0.041 -0.084 -2.652 -0.0649 0.0529 0.1404 0.0720
N 1.390 -0.700 -2.491 -0.1151 -0.0859 -0.2310 0.2900
C 1.921 -1.441 -3.531 0.0138 0.0893 0.0008 -1.6633
C 3.098 -1.952 -3.126 0.0301 0.0220 0.1350 -0.1531
N 3.294 -1.551 -1.817 0.0206 -0.1073 -0.1577 0.8655
C 2.242 -0.785 -1.454 0.0904 0.0537 0.0987 0.4869
S 2.096 0.090 0.023 -0.6201 -0.7042 0.2333 -0.1230
C 4.529 -1.846 -1.011 0.0820 0.0300 0.0441 1.0671
C 5.257 -0.532 -0.735 -0.0539 0.0321 0.0077 -1.6159
C 4.143 -2.573 0.274 -0.1166 -0.0146 0.0663 -1.2357
C 5.443 -2.761 -1.821 -0.0538 0.0386 -0.0425 -2.1565
N -0.177 1.460 -2.511 0.0506 -0.0229 0.0559 0.5118
C -0.336 2.147 -3.710 0.0528 0.0712 0.0041 -1.5267
C -0.403 3.457 -3.444 -0.0261 -0.0546 -0.0383 -0.2546
N -0.307 3.612 -2.073 -0.0075 0.0356 0.0517 0.6329
C -0.170 2.387 -1.525 0.0424 -0.1862 -0.1955 0.0528
S -0.048 2.128 0.178 -0.2997 -0.7297 0.7171 0.0603
C -0.355 5.005 -1.488 0.0078 0.1332 0.0000 1.2178
C -1.680 5.634 -1.923 -0.0167 -0.0472 0.0072 -1.5201
C -0.274 5.026 0.032 -0.0348 -0.0855 -0.0125 -2.2319
C 0.838 5.771 -2.060 0.0107 -0.0462 0.0050 -1.4942
C -2.266 -0.729 -1.254 -0.2850 0.0210 -0.0759 0.7606
S -2.585 0.681 -0.332 0.3514 -0.6685 0.5588 -0.1446
H -5.474 -2.637 0.857 -0.0111 0.0138 0.0031 0.5799
H -4.244 -1.400 1.126 0.0280 -0.0293 -0.0067 0.3000
H -3.764 -3.085 0.817 -0.0135 -0.0258 0.0021 0.2093
H -6.327 -0.985 -0.957 -0.0229 -0.0203 -0.0288 0.4942
H -5.324 -0.639 -2.370 -0.0052 -0.0038 -0.0016 0.4052
H -4.960 0.105 -0.801 -0.0529 -0.0664 -0.0081 0.4515
H -6.109 -3.248 -1.539 -0.0003 -0.0184 0.0239 0.4850
H -4.627 -4.171 -1.355 -0.0204 0.0196 -0.0013 0.2884
H -4.861 -3.126 -2.776 -0.0373 0.0000 -0.0094 0.4645
H -2.643 -3.811 -2.135 -0.3746 1.1397 -0.1931 1.2271
H -0.206 -2.795 -2.659 -0.0867 0.1738 0.0084 0.7058
H -0.320 -0.300 -3.794 0.0095 0.0067 -0.0073 -0.2247
H 1.426 -1.521 -4.481 -0.0434 0.0092 0.0034 0.6653
H 3.800 -2.559 -3.662 0.0605 0.0291 0.0063 0.7338
H 4.687 0.117 -0.071 0.0494 -0.0147 -0.0136 0.3572
H 5.445 0.002 -1.668 0.0299 -0.0032 -0.0018 0.3855
H 6.216 -0.742 -0.262 0.0013 -0.0089 0.0099 0.5026
H 3.464 -1.993 0.897 0.0279 -0.0041 -0.0488 0.1699
H 5.048 -2.773 0.846 0.0184 -0.0251 -0.0005 0.5931
H 3.664 -3.522 0.027 0.1125 0.0720 -0.0292 0.1237
H 5.806 -2.284 -2.732 -0.0006 0.0004 -0.0098 0.4745
H 4.949 -3.702 -2.072 0.0383 0.0346 0.0215 0.3636
H 6.311 -2.995 -1.208 0.0011 -0.0050 0.0044 0.5040
H -0.384 1.640 -4.655 -0.0068 -0.0572 0.0196 0.5902
H -0.525 4.285 -4.115 0.0194 0.0455 0.0436 0.5944
H -2.522 5.016 -1.610 0.0003 0.0075 0.0106 0.3606
H -1.736 5.783 -3.000 -0.0023 -0.0095 -0.0009 0.3937
H -1.780 6.610 -1.450 0.0119 0.0134 -0.0143 0.4561
H -1.113 4.513 0.499 -0.0062 0.0563 -0.0035 0.4351
H -0.315 6.070 0.340 0.0266 0.0143 0.0010 0.5866
H 0.666 4.615 0.401 0.0054 0.0352 0.0003 0.4814
H 0.797 5.850 -3.145 -0.0004 0.0055 0.0021 0.3866
H 1.775 5.289 -1.780 0.0024 0.0087 0.0022 0.3523
H 0.840 6.782 -1.653 -0.0100 0.0079 -0.0058 0.4510
C 2.787 -5.320 -3.243 -0.0670 -0.0629 0.0058 -1.1904
O 2.231 -4.884 -2.000 -0.0308 -0.0427 -0.0703 -0.2799
C 0.882 -5.009 -1.838 0.1758 -0.0112 0.1086 0.7478
C -0.024 -5.243 -2.863 -0.1481 -0.2144 -0.0029 -0.5711
C -1.373 -5.397 -2.567 0.5176 -0.7517 0.0118 -0.3523
C -1.818 -5.312 -1.256 0.6627 -1.1052 0.4289 -1.2944
C -0.917 -5.063 -0.233 -0.0545 -0.3229 0.0118 0.3322
C 0.430 -4.916 -0.517 0.1105 0.1069 -0.0931 -0.4660
N 1.444 -4.830 0.471 -0.0562 -0.1643 -0.0177 0.0699
C 1.351 -4.635 1.769 0.0239 0.1056 -0.0333 -1.1600
C 0.343 -3.960 2.465 -0.1379 0.0760 0.0706 0.8075
C 0.198 -4.228 3.859 0.0568 -0.0656 -0.0282 -0.8904
C -0.761 -3.621 4.607 -0.0475 0.0242 0.0596 -1.1167
C -1.633 -2.703 3.978 0.0721 -0.0959 -0.0403 -0.9294
C -1.485 -2.374 2.659 -0.0518 0.1069 -0.1111 -1.3569
C -0.441 -2.917 1.858 0.1024 -0.3201 0.3715 1.4184
O -0.162 -2.485 0.681 -0.4716 0.9772 0.2901 0.7576
H 3.866 -5.307 -3.117 -0.0132 -0.0145 0.0043 0.2744
H 2.507 -4.646 -4.054 -0.0303 -0.0063 -0.0029 0.4139
H 2.464 -6.335 -3.477 -0.0073 -0.0057 0.0092 0.5066
H 0.315 -5.339 -3.883 0.0186 0.0176 -0.0491 0.5397
H -2.070 -5.605 -3.367 -0.0006 0.0144 -0.0494 0.3481
H -2.862 -5.472 -1.022 0.0259 -0.0380 0.0552 0.6487
H -1.256 -5.034 0.793 -0.0380 -0.0135 -0.0398 0.6996
H 2.349 -5.121 0.120 -0.1130 -0.2336 0.0124 0.4485
H 2.174 -5.055 2.345 0.0233 0.0897 -0.0568 0.4502
H 0.848 -4.967 4.314 0.0274 0.0151 -0.0286 0.4903
H -0.870 -3.854 5.656 -0.0260 0.0124 -0.0073 0.4331
H -2.428 -2.244 4.553 -0.0142 -0.0076 -0.0085 0.5144
H -2.165 -1.673 2.184 0.0626 0.0597 0.0479 0.7934
C 1.294 -0.122 4.341 -0.0308 0.0150 0.1150 -0.8483
O 1.028 -0.390 2.928 0.0230 -0.0292 -0.0742 -0.0607
C -0.015 0.223 2.448 -0.2209 0.0922 -0.0651 1.1815
O -0.788 0.970 2.940 0.0787 -0.0411 0.0832 -0.4636
H 2.125 -0.769 4.598 0.0073 0.0001 -0.0200 0.2406
H 0.411 -0.363 4.927 -0.0083 -0.0258 -0.0264 0.3365
H 1.555 0.926 4.463 0.0015 -0.0041 -0.0238 0.3198
```
Positions in Å, forces in eV/Å.

Computed properties:
HOMO level (spin up / spin down) (eV): -12.6 / -12.6
Net charge: +2
E (a.u.): -3471.0428
LUMO (spin up / spin down) (eV): -6.998 / -7.018